Here is C28H18BrF4MnNOPS as an isolated structure in a non-equilibrium geometry from the Open Molecules 2025 dataset. Energies are from ωB97M-V/def2-TZVPD.

Energy = -6071.5436 Eh
⟨S²⟩ = 6.107
Relative energy (zero: lowest compared OMol25 entry of this formula, charge and spin) = 158.6 kcal per mole
Multiplicity = 5
LUMO level (alpha / beta) = -0.273 / -2.058 eV

Atoms and positions in Å:
Mn  0.9327  1.1118  -1.4118
C  1.1200  4.3165  -1.4482
C  -0.3048  3.8558  -1.4884
C  -1.3512  4.7528  -1.5376
C  -2.6596  4.2590  -1.5754
C  -2.8920  2.8732  -1.5644
C  -4.2040  2.3546  -1.6052
C  -4.4233  0.9801  -1.5957
C  -3.3414  0.1130  -1.5451
C  -2.0314  0.6214  -1.5040
S  -0.7105  -0.5230  -1.4391
C  -1.7747  2.0055  -1.5123
N  -0.4983  2.5086  -1.4728
H  1.1918  5.4055  -1.4634
H  1.6639  3.9270  -2.3136
H  1.6043  3.9557  -0.5363
H  -1.1678  5.8186  -1.5478
H  -3.4904  4.9539  -1.6151
H  -5.0560  3.0235  -1.6452
H  -5.4301  0.5812  -1.6272
H  -3.5104  -0.9585  -1.5371
F  0.9846  -5.8468  -2.8146
C  0.9745  -4.7047  -2.1306
C  0.9718  -4.7207  -0.7532
F  0.9793  -5.8833  -0.1026
C  0.9631  -3.5302  -0.0377
F  0.9634  -3.6310  1.2925
C  0.9535  -2.2814  -0.6649
P  0.9470  -0.6961  0.2853
C  -0.5202  -0.7319  1.4084
C  -1.5979  0.1000  1.1842
C  -2.7269  0.1079  2.0045
C  -2.7974  -0.7384  3.0921
C  -1.7369  -1.5820  3.3533
C  -0.6186  -1.5757  2.5266
C  2.4505  -0.7319  1.3226
C  3.5162  0.1043  0.9524
C  4.7088  0.1394  1.6745
C  4.8686  -0.6650  2.7912
C  3.8345  -1.5018  3.1788
C  2.6457  -1.5341  2.4542
C  0.9575  -2.2957  -2.0933
Br  0.9629  -0.7027  -3.1648
C  0.9690  -3.4949  -2.7980
F  0.9751  -3.4992  -4.1324
H  -1.5830  0.7713  0.3825
H  -3.5455  0.7838  1.7877
H  -3.6709  -0.7373  3.7351
H  -1.7734  -2.2531  4.2046
H  0.1706  -2.2688  2.7792
H  3.4323  0.7483  0.0904
H  5.5100  0.7992  1.3602
H  5.7941  -0.6407  3.3567
H  3.9501  -2.1380  4.0499
H  1.8851  -2.2188  2.8006
O  2.5357  1.1136  -1.3898

Cartesian forces (eV/Å) of the 2 atoms listed first:
0.9379 -1.8654 1.7613
-0.0325 0.0102 0.0025